Record 1
{"formula": "C8H16Cl2CrO", "method": "ωB97M-V/def2-TZVPD", "elements": ["C", "O", "C", "H", "H", "C", "C", "C", "H", "H", "H", "H", "Cl", "Cr", "H", "Cl", "H", "H", "H", "C", "H", "C", "H", "H", "H", "C", "H", "H"], "xyz": [[2.20, 0.80, -1.74], [-2.68, -0.14, 1.85], [1.91, 0.14, 0.67], [0.77, 0.12, -3.21], [-2.84, 0.81, 2.03], [2.23, 1.31, -0.31], [-2.50, -0.89, 3.06], [-1.41, -0.81, -1.78], [2.80, -0.11, -1.83], [-1.81, -0.06, -2.48], [-2.94, -0.34, 3.91], [0.15, 1.39, -2.17], [-1.18, -2.42, 0.70], [-1.23, -0.34, 0.02], [-3.01, -1.84, 2.89], [-1.67, 1.80, -0.15], [3.22, 1.72, -0.08], [2.33, -0.81, 0.31], [-1.68, -1.85, -2.00], [0.48, -0.04, 0.82], [-1.44, -1.09, 3.23], [0.11, -0.55, -1.30], [0.71, -1.48, -1.24], [1.50, 2.12, -0.17], [0.20, 0.15, 1.89], [0.77, 0.49, -2.17], [2.63, 1.55, -2.42], [2.37, 0.37, 1.65]], "mulliken_spin": [-0.01, -0.02, 0.07, 0.00, 0.00, 0.09, 0.00, -0.15, -0.01, 0.01, 0.00, 0.00, 0.05, 2.34, 0.00, 0.05, -0.02, 0.05, 0.01, 0.70, 0.00, -0.21, 0.03, -0.01, 0.00, 0.03, 0.00, -0.01], "homo_energy_ev": [-2.565, -3.244], "s2": 3.806, "de_lowest_kcal_mol": 0.0, "spin_multiplicity": 4, "lumo_energy_ev": [3.21, 3.20], "charge": -1, "energy_ev": -64067.9431, "gap_ev": [5.77, 6.45]}


Record 2
{"formula": "C5H8Cl3CuO2", "method": "ωB97M-V/def2-TZVPD", "elements": ["H", "O", "H", "O", "H", "H", "Cu", "C", "H", "C", "H", "C", "Cl", "Cl", "H", "Cl", "H", "C", "C"], "xyz": [[3.14, 0.58, 2.55], [0.94, 0.72, 2.27], [-2.06, -0.14, -1.97], [-1.12, 0.37, 1.74], [2.95, -0.60, 0.11], [0.42, -1.68, 0.40], [-1.93, 3.46, -0.93], [2.33, 0.63, 1.83], [0.73, -0.20, -0.52], [0.75, -0.64, 0.48], [2.48, 1.51, 1.21], [2.26, -0.65, 0.95], [-0.31, 1.95, -2.26], [-3.48, -1.80, -0.79], [-3.75, 0.13, -2.23], [-2.80, -1.54, -3.68], [2.41, -1.60, 1.48], [-3.00, -0.66, -2.19], [0.04, 0.14, 1.52]], "mulliken_spin": [0.00, 0.00, 0.00, 0.02, 0.00, 0.00, 0.00, 0.00, 0.00, 0.00, 0.00, 0.00, 0.87, 0.04, 0.00, 0.04, 0.00, 0.02, 0.00], "homo_energy_ev": [-13.390, -13.227], "s2": 0.754, "de_lowest_kcal_mol": 42.5, "spin_multiplicity": 2, "lumo_energy_ev": [-6.60, -9.78], "charge": 1, "energy_ev": -91605.7731, "gap_ev": [6.79, 3.45]}


Record 3
{"formula": "C7H37NO11", "method": "ωB97M-V/def2-TZVPD", "elements": ["H", "H", "H", "H", "H", "O", "C", "O", "H", "H", "O", "O", "H", "H", "H", "H", "H", "H", "H", "H", "H", "C", "H", "O", "H", "H", "H", "H", "H", "H", "N", "H", "H", "H", "C", "O", "H", "H", "H", "H", "O", "H", "O", "H", "H", "C", "C", "O", "H", "H", "C", "O", "O", "H", "C", "H"], "xyz": [[3.90, 1.58, -0.53], [-1.29, -1.37, -1.92], [2.07, -0.63, 0.12], [0.30, 0.63, 3.41], [1.64, 3.18, -0.06], [3.45, 1.13, 3.36], [3.06, 0.96, -0.90], [0.50, 4.93, 2.68], [4.06, 1.80, 3.05], [-0.36, -0.55, -1.19], [0.79, 0.13, -4.07], [-3.78, -0.79, -2.68], [3.70, 0.20, -1.35], [2.57, 2.74, -2.12], [2.97, 0.83, 2.57], [2.83, 0.29, 1.24], [-1.80, 1.60, -0.55], [0.38, -2.65, -0.19], [-0.84, -1.80, 2.70], [-1.70, -0.42, 3.23], [-0.40, 5.29, 2.64], [-1.06, -0.77, 2.41], [1.53, 1.35, -2.42], [-0.94, -1.30, -1.02], [-3.45, 3.39, 2.15], [-1.47, -0.75, 1.41], [0.36, 2.14, 1.95], [0.14, 2.66, -0.85], [-0.91, 1.37, -1.94], [-3.26, 2.00, 2.62], [0.99, 1.08, 0.20], [-1.69, -3.01, -4.35], [-2.26, -3.38, -3.02], [1.72, -3.97, 1.82], [0.15, 1.22, 1.40], [1.07, -3.30, -0.39], [-0.03, -0.31, -4.30], [1.13, -0.52, 2.27], [0.92, -3.65, -1.27], [-0.86, 1.20, 1.01], [-1.73, 1.30, -1.46], [0.52, 4.32, 1.93], [-1.60, -2.80, -3.42], [0.50, -4.69, 2.55], [0.75, 1.03, -4.41], [0.24, 0.07, 2.48], [1.13, 2.33, -0.55], [-2.83, -3.38, -0.46], [-2.72, -3.30, 0.50], [-2.71, -2.43, -0.60], [2.11, 1.87, -1.66], [-3.08, 2.56, 1.86], [1.40, -4.37, 2.63], [-3.50, 0.06, -3.04], [2.28, 0.43, 0.31], [-3.20, -0.89, -1.92]], "nbo_charge": [0.20, 0.49, 0.20, 0.22, 0.16, -0.93, -0.43, -0.93, 0.47, 0.49, -0.95, -0.94, 0.24, 0.21, 0.45, 0.16, 0.50, 0.50, 0.21, 0.21, 0.47, -0.63, 0.21, -0.99, 0.47, 0.22, 0.17, 0.19, 0.48, 0.47, -0.47, 0.48, 0.49, 0.49, -0.20, -0.98, 0.48, 0.21, 0.48, 0.18, -0.98, 0.47, -0.96, 0.47, 0.47, -0.41, -0.22, -0.93, 0.47, 0.47, -0.40, -0.94, -0.97, 0.47, -0.23, 0.46], "homo_energy_ev": -8.779, "de_lowest_kcal_mol": 97.0, "spin_multiplicity": 1, "lumo_energy_ev": 0.02, "energy_ev": -31870.3386, "gap_ev": 8.80}


Record 4
{"formula": "C3H8N5", "method": "ωB97M-V/def2-TZVPD", "elements": ["H", "H", "H", "C", "H", "C", "H", "H", "N", "H", "C", "N", "N", "H", "N", "N"], "xyz": [[2.30, -0.44, -2.25], [1.74, 0.74, 0.31], [1.07, 0.49, 2.71], [-0.61, -0.72, -1.36], [1.44, 1.07, -2.74], [-1.59, -0.31, 0.71], [-1.72, -1.05, 1.60], [-0.56, 0.27, 3.07], [0.10, 0.60, 2.35], [-0.77, -1.27, -2.36], [-0.17, 0.31, 1.07], [1.61, 0.27, -2.06], [-1.52, -1.01, -0.54], [-2.44, 0.32, 0.58], [0.72, 0.51, 0.12], [0.41, 0.21, -1.21]], "nbo_charge": [0.41, 0.46, 0.42, 0.24, 0.42, -0.30, 0.23, 0.43, -0.74, 0.25, 0.52, -0.71, -0.41, 0.27, -0.35, -0.12], "homo_energy_ev": -13.603, "de_lowest_kcal_mol": 60.0, "spin_multiplicity": 1, "lumo_energy_ev": -3.66, "charge": 1, "energy_ev": -10681.8775, "gap_ev": 9.94}


Record 5
{"formula": "C26H49Br2N2O13", "method": "ωB97M-V/def2-TZVPD", "elements": ["H", "H", "O", "C", "H", "N", "H", "H", "C", "H", "H", "H", "O", "H", "H", "H", "C", "C", "C", "H", "H", "H", "C", "H", "Br", "H", "O", "H", "O", "H", "C", "H", "O", "H", "C", "C", "H", "C", "C", "C", "C", "H", "C", "H", "C", "C", "O", "O", "H", "C", "O", "H", "H", "O", "H", "H", "O", "C", "H", "Br", "H", "H", "H", "H", "C", "H", "H", "H", "O", "H", "H", "H", "H", "H", "C", "H", "H", "H", "H", "H", "C", "C", "C", "O", "N", "C", "C", "C", "H", "H", "H", "O"], "xyz": [[-4.23, 6.66, 0.15], [3.19, -5.62, -0.64], [2.16, -5.43, 2.36], [1.29, 2.88, 2.99], [0.94, 4.51, 0.55], [0.43, 4.03, 2.53], [-1.20, 1.63, 1.90], [-1.12, 6.06, 2.70], [-0.05, 8.25, 0.30], [-1.53, 0.53, -0.93], [6.25, -10.49, -0.45], [-1.03, -6.32, -5.19], [-7.50, 4.92, 0.97], [0.37, 7.94, -0.66], [0.10, -7.25, -6.20], [-1.95, 6.81, 1.36], [0.01, -6.45, -5.47], [0.49, -7.83, -3.68], [-0.26, 3.00, -3.53], [-1.12, 8.40, 0.18], [-2.05, 4.47, 1.07], [5.21, -10.86, -1.86], [-1.47, 0.55, 0.16], [0.62, 2.10, 3.34], [-2.42, 3.39, -1.71], [0.04, 9.97, 1.61], [3.78, -7.55, -0.54], [0.91, -2.41, 0.38], [-5.32, 4.75, 1.53], [1.06, 6.55, 1.07], [-6.21, 5.11, 0.80], [0.09, -9.12, -1.42], [0.26, -4.75, 1.35], [4.95, -5.85, -0.74], [0.10, 4.03, 1.05], [0.55, 9.59, 0.73], [-1.17, 3.11, -4.12], [1.33, -4.53, 1.85], [1.68, -6.78, 2.30], [-0.61, 2.97, -2.07], [-4.66, 6.04, -0.63], [1.21, -10.04, -2.45], [-1.11, 4.95, 0.83], [-4.62, 6.57, -1.58], [5.23, -10.70, -0.78], [0.19, 7.14, 1.35], [-6.03, 5.77, -0.35], [-0.40, -8.58, -3.98], [2.45, -7.40, 2.75], [-1.31, 1.87, 0.85], [1.32, -7.97, -2.65], [1.83, -9.12, -1.06], [1.66, -1.35, 1.59], [1.89, -3.32, 1.96], [-4.11, 5.10, -0.70], [4.86, -11.58, -0.27], [0.82, -6.72, -4.33], [-0.02, 2.61, 0.44], [0.38, -5.53, -5.90], [2.05, 2.36, -1.60], [-1.09, 5.23, -0.22], [0.38, 3.85, -3.76], [3.90, -6.24, -2.14], [-7.41, 3.22, 2.17], [-1.05, 6.28, 1.63], [2.67, 1.54, 2.10], [-7.52, 4.76, 3.05], [-2.20, 2.49, 0.74], [4.35, -9.63, -0.41], [-0.44, 4.03, 3.05], [0.21, 2.06, -3.83], [0.75, -6.89, 2.86], [0.15, -2.19, 1.98], [2.59, 3.06, 1.24], [1.09, -2.26, 1.44], [0.40, 10.33, -0.06], [0.91, 4.89, 2.75], [1.95, 3.16, 3.80], [-1.63, -1.33, 0.27], [-8.93, 4.14, 2.17], [3.98, -6.24, -1.06], [1.99, 2.32, 1.77], [0.24, 2.68, -1.07], [5.59, -8.24, -1.69], [-1.52, -0.51, 0.86], [4.67, -8.45, -0.96], [1.09, -9.14, -1.85], [-7.85, 4.21, 2.17], [1.61, 9.50, 0.93], [0.45, 7.65, 2.28], [1.53, -7.08, 1.27], [0.99, 1.72, 0.99]], "lowdin_charge": [0.09, 0.09, 0.01, -0.05, 0.14, 0.13, 0.12, 0.10, -0.25, 0.11, 0.10, 0.10, 0.02, 0.11, 0.10, 0.11, -0.04, -0.63, -0.16, 0.10, 0.10, 0.10, -0.21, 0.14, 0.95, 0.08, -0.02, 0.10, 0.10, 0.10, -0.62, 0.10, 0.13, 0.10, -0.19, -0.11, 0.06, -0.63, -0.03, -0.70, -0.06, 0.10, -0.16, 0.10, -0.03, -0.20, 0.02, 0.13, 0.10, -0.14, 0.00, 0.07, 0.08, 0.00, 0.00, 0.09, 0.00, -0.43, 0.09, 0.91, 0.10, 0.09, 0.10, 0.10, -0.17, 0.15, 0.10, 0.06, -0.01, 0.18, 0.08, 0.10, 0.08, 0.11, -0.06, 0.08, 0.17, 0.14, 0.07, 0.10, -0.02, -0.20, -0.59, 0.14, 0.13, -0.63, -0.02, -0.02, 0.08, 0.11, 0.09, -0.16], "homo_energy_ev": -11.985, "spin_multiplicity": 1, "lumo_energy_ev": -2.91, "charge": 1, "energy_ev": -197432.0040, "gap_ev": 9.08}


Which formula does entry 4 have? C3H8N5